{"formula": "C3H8N2O", "method": "ωB97M-V/def2-TZVPD", "lumo_ev": 0.80, "smiles": "[H]/N=N/C.C=CO", "total_charge": 0, "de_lowest_kj_mol": 420.15, "max_force_ev_per_a": 4.397, "elements": ["H", "N", "N", "C", "H", "H", "H", "C", "C", "O", "H", "H", "H", "H"], "coordinates": [[-1.867, 0.520, 1.809], [-1.283, -0.202, 1.469], [-2.063, -0.971, 0.854], [-1.389, -1.920, -0.047], [-2.020, -2.774, -0.127], [-1.188, -1.437, -0.910], [-0.377, -2.266, 0.289], [0.963, 1.238, -1.288], [1.941, 1.116, -0.448], [1.908, 1.215, 0.912], [1.111, 1.026, -2.312], [0.050, 1.492, -0.767], [2.898, 1.107, -0.837], [1.314, 1.856, 1.403]], "atomic_forces_ev_per_a": [[-1.04, 0.97, 1.33], [0.06, -2.04, -2.03], [1.18, 1.25, 0.06], [0.95, -1.54, 4.01], [-0.50, -0.55, -0.53], [0.06, 1.55, -3.07], [-0.74, 0.40, 0.25], [-1.69, 0.12, 1.00], [-0.11, 1.08, 1.43], [-0.06, 0.77, 1.27], [-0.20, 0.24, -0.88], [-0.80, -0.21, -0.85], [2.26, -0.83, -0.25], [0.62, -1.20, -1.74]], "nbo_charge": [0.31, -0.34, -0.12, -0.47, 0.20, 0.22, 0.20, -0.52, 0.17, -0.72, 0.22, 0.19, 0.16, 0.50]}

***

{"formula": "C17H42O5Si", "method": "ωB97M-V/def2-TZVPD", "lumo_ev": 0.72, "smiles": "CC(=O)OCCC[SiH3].CCOCC.CCOCC.CCOCC", "total_charge": 0, "max_force_ev_per_a": 8.485, "elements": ["C", "C", "O", "O", "C", "C", "C", "Si", "H", "H", "H", "H", "H", "H", "H", "H", "H", "H", "H", "H", "C", "C", "O", "C", "C", "H", "H", "H", "H", "H", "H", "H", "H", "H", "H", "C", "C", "O", "C", "C", "H", "H", "H", "H", "H", "H", "H", "H", "H", "H", "C", "C", "O", "C", "C", "H", "H", "H", "H", "H", "H", "H", "H", "H", "H"], "coordinates": [[-0.120, -3.107, -0.674], [-1.070, -2.207, -1.716], [-1.589, -2.836, -2.773], [-1.203, -0.780, -1.386], [-2.589, -0.404, -1.066], [-3.243, -1.181, 0.221], [-4.840, -1.581, -0.059], [-4.932, -3.404, -0.759], [0.068, -2.436, 0.293], [0.909, -3.413, -1.147], [-0.702, -4.058, -0.321], [-3.271, -0.439, -2.046], [-2.555, 0.754, -0.775], [-2.677, -2.146, 0.563], [-3.233, -0.430, 1.146], [-5.407, -1.574, 0.985], [-5.330, -0.824, -0.840], [-6.341, -3.860, -0.830], [-4.257, -3.464, -2.062], [-4.141, -4.261, 0.158], [-7.379, 3.591, -2.226], [-7.139, 2.415, -1.295], [-5.758, 2.115, -1.107], [-4.963, 3.135, -0.509], [-5.404, 3.494, 0.900], [-6.834, 3.458, -3.168], [-8.445, 3.695, -2.445], [-7.035, 4.529, -1.780], [-7.592, 1.522, -1.738], [-7.631, 2.568, -0.330], [-4.929, 4.020, -1.151], [-3.941, 2.744, -0.465], [-6.380, 3.989, 0.897], [-4.686, 4.175, 1.364], [-5.495, 2.595, 1.518], [4.549, -0.710, 3.919], [3.583, -1.858, 3.686], [2.486, -1.511, 2.845], [2.807, -1.118, 1.513], [3.489, -2.212, 0.710], [4.015, 0.185, 4.255], [5.293, -0.983, 4.673], [5.084, -0.447, 3.002], [3.153, -2.153, 4.649], [4.101, -2.739, 3.294], [3.402, -0.200, 1.518], [1.857, -0.870, 1.027], [4.492, -2.422, 1.095], [3.589, -1.913, -0.337], [2.918, -3.145, 0.762], [4.858, 2.065, -1.341], [5.798, 2.032, -0.148], [6.034, 0.717, 0.349], [6.659, -0.198, -0.547], [8.051, 0.235, -0.974], [3.937, 1.514, -1.124], [4.603, 3.097, -1.599], [5.315, 1.604, -2.221], [5.340, 2.595, 0.672], [6.746, 2.530, -0.377], [6.018, -0.382, -1.414], [6.739, -1.150, -0.011], [8.015, 1.127, -1.607], [8.540, -0.559, -1.546], [8.667, 0.477, -0.103]], "atomic_forces_ev_per_a": [[-0.40, 1.37, 0.70], [-1.18, -3.31, -3.77], [2.78, 4.66, 6.53], [-0.96, -3.38, -0.26], [-1.39, 1.39, -0.07], [-0.93, 0.54, 0.44], [0.37, 0.54, 0.32], [0.22, 1.31, 0.54], [-0.26, -1.48, -2.17], [-2.19, 0.69, 0.72], [1.00, 1.85, -1.03], [1.47, -0.36, 2.18], [0.22, -2.61, -0.74], [-0.79, 1.84, -0.86], [0.15, -1.66, -2.00], [1.04, 0.23, -2.30], [0.99, -1.44, 1.97], [0.09, -0.04, -0.04], [-0.10, -0.03, -0.20], [-0.14, -0.06, 0.07], [0.14, 0.25, 0.02], [0.07, -0.05, -0.14], [0.07, -0.09, -0.01], [-0.04, -0.15, 0.08], [-0.27, 0.08, 0.05], [-0.13, -0.06, 0.12], [0.12, -0.03, 0.03], [-0.10, -0.04, -0.04], [0.27, 0.01, 0.12], [0.00, 0.08, 0.01], [-0.05, 0.05, 0.03], [-0.20, -0.11, -0.16], [0.11, 0.02, 0.04], [-0.06, -0.09, -0.06], [0.10, 0.08, -0.09], [0.14, 0.16, -0.26], [-0.12, 0.15, 0.07], [-0.09, -0.05, 0.03], [-0.06, -0.06, 0.04], [0.24, -0.11, 0.10], [0.04, -0.18, 0.03], [-0.10, 0.01, -0.06], [0.03, 0.00, 0.08], [-0.17, 0.03, -0.25], [0.08, 0.02, -0.05], [0.12, -0.06, -0.05], [0.01, -0.03, 0.27], [-0.05, 0.05, -0.10], [-0.02, 0.00, 0.09], [-0.02, 0.13, -0.04], [0.04, -0.18, -0.23], [-0.14, -0.06, 0.06], [-0.05, -0.06, 0.10], [0.08, 0.03, 0.16], [0.04, 0.27, -0.12], [0.10, 0.14, 0.04], [0.02, -0.11, 0.05], [-0.05, 0.10, 0.02], [0.13, -0.27, 0.03], [0.01, -0.01, -0.08], [0.02, 0.05, -0.07], [-0.17, 0.22, 0.09], [0.04, -0.11, -0.01], [-0.06, 0.07, 0.08], [-0.09, -0.12, -0.07]], "nbo_charge": [-0.74, 0.80, -0.57, -0.56, -0.09, -0.45, -0.85, 0.86, 0.23, 0.25, 0.25, 0.20, 0.20, 0.22, 0.22, 0.24, 0.25, -0.16, -0.15, -0.18, -0.64, -0.06, -0.54, -0.06, -0.65, 0.22, 0.22, 0.20, 0.19, 0.16, 0.16, 0.18, 0.20, 0.22, 0.21, -0.65, -0.06, -0.54, -0.07, -0.64, 0.21, 0.21, 0.21, 0.18, 0.16, 0.17, 0.18, 0.20, 0.21, 0.21, -0.64, -0.06, -0.55, -0.06, -0.64, 0.21, 0.22, 0.20, 0.19, 0.16, 0.16, 0.19, 0.20, 0.22, 0.21]}

***

{"formula": "C4H7NO2", "method": "ωB97M-V/def2-TZVPD", "lumo_ev": 0.73, "smiles": "NC(=O)C[C@H]1CO1", "total_charge": 0, "de_lowest_kj_mol": 283.77, "max_force_ev_per_a": 2.482, "elements": ["N", "C", "O", "C", "C", "C", "O", "H", "H", "H", "H", "H", "H", "H"], "coordinates": [[1.770, 0.794, 1.514], [0.625, 0.392, 0.919], [-0.427, 0.980, 1.145], [0.459, -0.787, -0.016], [-1.012, -0.629, -0.335], [-1.428, 0.220, -1.470], [-1.091, -0.981, -2.042], [1.674, 1.596, 2.124], [2.671, 0.367, 1.398], [0.740, -1.743, 0.464], [0.940, -0.746, -0.991], [-1.638, -1.005, 0.513], [-0.788, 1.087, -1.667], [-2.495, 0.457, -1.557]], "atomic_forces_ev_per_a": [[0.08, -0.05, -0.03], [-0.44, 0.36, 0.20], [0.51, 0.64, 0.73], [-0.10, 0.28, -0.28], [-0.05, -1.06, -1.94], [-0.06, 0.67, 1.20], [-0.14, -1.24, 2.14], [0.14, -0.21, -0.12], [-0.11, -0.08, -0.13], [-0.32, 0.39, -0.20], [0.62, 0.28, 0.24], [-0.28, -0.10, -1.82], [-0.01, -0.03, -0.23], [0.17, 0.16, 0.24]], "nbo_charge": [-0.81, 0.67, -0.62, -0.56, 0.12, -0.10, -0.56, 0.41, 0.40, 0.24, 0.26, 0.23, 0.16, 0.18]}

***

{"formula": "C34H43BIrN7O2S5Se3Te", "method": "ωB97M-V/def2-TZVPD", "s_squared": 0.757, "lumo_ev": [-3.77, -4.65], "total_charge": 1, "de_lowest_kj_mol": 192.08, "max_force_ev_per_a": 1.235, "spin_multiplicity": 2, "elements": ["Ir", "C", "C", "C", "C", "N", "N", "B", "N", "N", "C", "C", "C", "C", "C", "S", "C", "C", "C", "C", "N", "N", "C", "C", "C", "C", "C", "S", "C", "C", "C", "C", "C", "S", "C", "C", "C", "C", "H", "H", "H", "H", "H", "H", "H", "H", "H", "H", "H", "H", "H", "H", "H", "H", "H", "H", "H", "H", "H", "H", "H", "H", "H", "H", "H", "H", "H", "H", "H", "H", "H", "H", "H", "H", "H", "H", "H", "Se", "Se", "Te", "Se", "O", "S", "O", "N", "C", "S", "C", "C", "C", "C", "C", "C", "H", "H", "H", "H"], "coordinates": [[-1.298, 0.371, -2.624], [3.685, -2.507, -1.025], [2.965, -1.207, -0.898], [3.618, -0.028, -0.947], [2.898, 1.200, -0.865], [1.617, 1.208, -0.719], [0.936, 0.028, -0.645], [-0.572, 0.300, -0.619], [-0.774, 1.755, 0.084], [-0.570, 1.730, 1.376], [-0.555, 2.867, 2.054], [-0.728, 4.087, 1.393], [-0.934, 4.121, 0.031], [-1.035, 5.407, -0.725], [-0.987, 2.871, -0.597], [-1.184, 2.630, -2.347], [-0.291, 2.711, 3.541], [-1.350, 1.766, 4.125], [-0.338, 4.053, 4.266], [1.102, 2.083, 3.700], [-1.449, -0.603, 0.294], [-0.917, -1.166, 1.376], [-1.709, -1.836, 2.169], [-3.103, -1.905, 1.920], [-3.654, -1.282, 0.842], [-5.109, -1.303, 0.508], [-2.740, -0.621, -0.012], [-3.239, 0.207, -1.450], [-1.068, -2.593, 3.319], [-1.060, -4.078, 2.923], [0.368, -2.124, 3.544], [-1.879, -2.396, 4.605], [1.516, -1.209, -0.751], [0.655, -2.632, -0.768], [3.618, 2.536, -0.936], [4.422, 2.604, -2.241], [4.566, 2.640, 0.267], [2.632, 3.701, -0.895], [4.762, -2.349, -1.034], [3.384, -3.008, -1.947], [3.415, -3.179, -0.211], [4.694, -0.010, -1.067], [-0.672, 5.015, 1.945], [-0.824, 6.248, -0.068], [-2.029, 5.539, -1.153], [-0.324, 5.423, -1.553], [-2.353, 2.186, 4.029], [-1.148, 1.606, 5.185], [-1.327, 0.800, 3.617], [-1.315, 4.533, 4.178], [0.427, 4.743, 3.900], [-0.147, 3.892, 5.327], [1.153, 1.118, 3.196], [1.318, 1.938, 4.760], [1.876, 2.731, 3.282], [-3.736, -2.469, 2.592], [-5.660, -1.932, 1.204], [-5.249, -1.683, -0.506], [-5.527, -0.294, 0.540], [-0.489, -4.227, 2.005], [-2.073, -4.455, 2.764], [-0.602, -4.670, 3.717], [0.976, -2.265, 2.650], [0.806, -2.699, 4.361], [0.400, -1.066, 3.812], [-2.859, -2.874, 4.557], [-2.023, -1.336, 4.828], [-1.344, -2.844, 5.443], [5.192, 1.834, -2.287], [4.919, 3.572, -2.321], [3.770, 2.483, -3.109], [5.331, 1.862, 0.248], [4.014, 2.548, 1.205], [5.074, 3.606, 0.260], [1.920, 3.646, -1.723], [3.181, 4.641, -0.974], [2.068, 3.706, 0.040], [-3.281, 3.418, -2.834], [-2.893, 3.270, -5.087], [-2.050, 0.784, -5.207], [-4.092, -0.484, -5.219], [1.087, -0.868, -3.709], [0.018, -1.669, -4.260], [-0.430, -1.196, -5.567], [-1.200, -1.649, -3.161], [-1.679, -2.887, -2.869], [-2.884, -3.273, -1.833], [-0.888, -3.921, -3.603], [-1.119, -5.285, -3.625], [-0.286, -6.083, -4.398], [0.752, -5.534, -5.148], [0.981, -4.166, -5.147], [0.156, -3.401, -4.346], [-1.934, -5.699, -3.047], [-0.448, -7.152, -4.423], [1.381, -6.179, -5.747], [1.773, -3.722, -5.733]], "atomic_forces_ev_per_a": [[0.10, 0.13, 0.80], [-0.01, 0.01, 0.00], [-0.02, -0.03, 0.02], [0.01, 0.01, 0.01], [0.00, 0.01, -0.01], [-0.03, -0.02, -0.06], [-0.08, 0.00, 0.19], [0.03, -0.41, -0.26], [0.06, 0.06, 0.07], [0.08, 0.08, -0.02], [-0.04, -0.06, -0.02], [0.04, 0.02, 0.00], [0.02, 0.03, 0.01], [-0.03, -0.03, -0.05], [-0.12, -0.14, -0.14], [0.08, -0.10, 0.10], [0.00, 0.01, -0.02], [-0.01, -0.01, 0.01], [-0.01, 0.01, 0.02], [0.01, 0.02, -0.01], [-0.13, 0.08, -0.08], [0.01, 0.00, 0.02], [0.07, -0.01, -0.03], [-0.06, -0.05, 0.01], [-0.02, 0.03, 0.01], [-0.01, -0.02, 0.00], [0.14, 0.03, -0.02], [-0.17, 0.06, -0.03], [-0.01, 0.03, 0.01], [0.00, -0.01, 0.01], [0.00, 0.01, -0.02], [0.01, 0.00, 0.01], [0.10, 0.08, -0.09], [0.10, 0.04, 0.14], [0.02, -0.01, 0.03], [-0.01, 0.01, -0.03], [0.01, 0.00, 0.00], [-0.04, -0.01, 0.00], [-0.01, 0.00, -0.01], [-0.01, -0.01, 0.01], [0.00, 0.00, 0.01], [0.00, 0.00, 0.01], [0.00, 0.00, 0.00], [0.00, 0.00, 0.00], [-0.03, 0.00, -0.01], [0.00, -0.03, 0.01], [0.01, 0.00, 0.00], [0.00, 0.00, 0.00], [0.01, 0.01, 0.00], [0.00, -0.01, -0.01], [0.00, -0.01, 0.01], [0.00, 0.01, 0.00], [0.00, 0.00, 0.00], [0.00, -0.01, -0.01], [-0.01, 0.00, 0.01], [0.00, 0.00, -0.01], [0.00, 0.01, 0.00], [0.01, -0.01, 0.01], [0.00, 0.00, -0.01], [0.00, 0.00, 0.00], [0.01, 0.00, 0.00], [-0.01, 0.01, 0.00], [-0.01, 0.00, 0.00], [0.00, 0.01, 0.00], [0.00, 0.00, 0.01], [0.00, 0.02, -0.01], [0.01, 0.00, 0.01], [-0.01, -0.01, -0.01], [-0.01, 0.00, 0.00], [0.00, -0.01, 0.01], [0.00, 0.00, 0.01], [-0.01, 0.00, 0.00], [0.00, 0.01, 0.00], [0.00, -0.01, -0.01], [0.01, 0.00, 0.00], [-0.01, 0.00, 0.01], [0.00, 0.00, 0.00], [0.07, -0.05, 0.40], [0.17, -0.18, -0.07], [-0.27, 0.67, -1.00], [-0.06, -0.10, 0.11], [0.05, 0.04, 0.12], [-0.08, 0.11, -0.37], [0.04, -0.42, 0.17], [-0.12, 0.06, -0.02], [0.13, 0.12, 0.10], [-0.07, -0.02, -0.09], [-0.08, -0.06, -0.02], [0.04, -0.01, 0.03], [0.01, -0.01, 0.01], [0.00, -0.01, 0.00], [0.07, 0.01, 0.12], [0.06, 0.03, -0.04], [0.00, 0.00, -0.01], [0.00, 0.00, -0.01], [0.00, 0.00, 0.01], [-0.02, 0.01, -0.02]], "mulliken_spin": [-0.04, 0.00, 0.00, 0.00, 0.00, 0.00, 0.00, 0.05, 0.00, 0.00, 0.00, 0.00, 0.00, 0.00, -0.01, 0.00, 0.00, 0.00, 0.00, 0.00, 0.00, 0.00, 0.00, 0.00, 0.01, 0.00, -0.01, 0.01, 0.00, 0.00, 0.00, 0.00, 0.00, 0.00, -0.01, 0.00, 0.00, 0.00, 0.00, 0.00, 0.00, 0.00, 0.00, 0.00, 0.00, 0.00, 0.00, 0.00, 0.00, 0.00, 0.00, 0.00, 0.00, 0.00, 0.00, 0.00, 0.00, 0.00, 0.00, 0.00, 0.00, 0.00, 0.00, 0.00, 0.00, 0.00, 0.00, 0.00, 0.00, 0.00, 0.00, 0.00, 0.00, 0.00, 0.00, 0.00, 0.00, 0.01, -0.01, 0.09, 0.85, 0.01, 0.01, 0.00, 0.01, 0.01, 0.01, 0.00, 0.00, 0.00, 0.00, 0.00, 0.00, 0.00, 0.00, 0.00, 0.00]}

***

In eV, the E_tot values for the records above are, in order, -8264.97150; -36420.24153; -9844.33860; -311503.24112.